# 1
Density functional theory data (ωB97M-V/def2-TZVPD) for a cluster of 5 separate species, C4H16O6 in total.

The frontier orbital gap is 11.13 eV. As for the SMILES: CCCC(=O)O.O.O.O.O. Its net charge is 0. The relative energy (zero: lowest compared OMol25 entry of this formula, charge and spin) comes out at 0.00 kcal/mol.

Geometry (Å):
H  -0.174  1.144  3.185
H  1.548  -0.533  -1.545
H  1.749  -0.209  0.839
H  0.016  -1.399  -1.367
C  -0.208  0.433  0.456
O  -2.789  2.043  0.121
H  -3.195  1.532  -0.587
O  -0.106  1.525  -0.083
H  1.472  1.703  -0.836
C  0.824  -0.652  0.491
H  0.627  2.175  2.489
O  2.348  1.839  -1.253
H  -3.626  -1.451  -0.691
O  -1.382  0.072  1.020
H  -2.070  0.816  0.952
H  1.228  -3.291  -0.250
H  -1.893  2.304  -0.160
O  0.585  1.219  2.593
O  -3.044  -0.721  -0.943
C  0.997  -1.249  -0.913
H  0.517  -1.450  1.185
H  -2.375  -0.670  -0.235
H  1.939  -2.986  -1.832
H  2.762  -2.409  -0.364
H  2.470  2.770  -1.428
C  1.779  -2.556  -0.844

From a Mulliken analysis of the wavefunction, the atomic charges in e read:
1. H 0.303
2. H 0.272
3. H 0.386
4. H 0.311
5. C 0.909
6. O -0.771
7. H 0.357
8. O -0.906
9. H 0.401
10. C -0.724
11. H 0.310
12. O -0.681
13. H 0.297
14. O -0.688
15. H 0.434
16. H 0.331
17. H 0.405
18. O -0.605
19. O -0.647
20. C -0.142
21. H 0.390
22. H 0.418
23. H 0.374
24. H 0.322
25. H 0.284
26. C -1.339

# 2
Density functional theory data (ωB97M-V/def2-TZVPD) for a cluster of 5 separate species, C33H55F4NO19S2 in total.

The frontier orbital gap is 8.72 eV. As for the SMILES: CS(=O)(=O)[C@]1(C(F)(F)C(F)F)C[C@@H](O)S(=O)(=O)O[C@@H]1CCCNCc1ccccc1O.CCOC(=O)OC.CCOC(=O)OC.CCOC(=O)OC.CCOC(=O)OC. Its net charge is 0.

Geometry (Å):
O  3.066  -7.075  4.908
C  -0.310  -1.644  -2.516
F  -1.435  1.460  0.298
H  -2.356  3.675  -7.020
H  5.436  -9.358  6.625
O  4.628  -5.456  5.241
C  7.075  -2.121  0.409
H  -1.982  4.230  -12.203
O  -3.395  -0.882  5.715
C  -3.678  -0.040  6.723
O  1.058  2.046  -4.701
O  -3.918  4.581  -10.428
H  -0.219  -1.527  -3.655
H  -2.308  0.171  9.631
S  -0.410  2.276  -4.414
O  7.556  -3.228  0.998
H  -3.165  1.429  8.752
C  -0.093  0.428  3.692
C  -2.673  1.724  -0.389
F  -4.293  -0.172  -0.993
H  -4.436  -1.142  9.867
C  6.572  -4.201  1.369
C  -2.306  1.955  -1.925
O  5.912  -1.887  0.184
H  7.418  -0.413  -1.631
H  -5.318  0.154  9.074
H  0.790  3.913  2.671
C  2.004  -0.247  0.130
H  -3.631  6.555  -11.043
C  -5.319  2.727  -2.164
H  2.087  0.619  -0.637
F  -3.096  3.013  0.126
H  -3.756  -1.276  3.741
H  -0.836  4.626  -3.754
H  -2.419  -0.938  -2.503
H  3.789  -8.798  6.967
C  -1.424  -0.604  -2.013
H  6.968  0.404  -0.096
H  7.040  -4.858  2.105
H  0.236  -1.265  0.021
C  -1.186  0.906  -2.487
C  -1.541  3.410  -1.939
O  0.760  3.886  -2.638
H  -1.818  5.932  -12.695
C  -3.794  0.687  0.000
O  -4.461  0.878  6.680
H  4.263  -9.276  5.302
C  1.327  1.983  1.527
H  -1.380  5.418  -11.058
C  0.583  -0.384  2.546
O  -3.554  3.197  -4.157
C  -3.422  3.893  -7.046
O  -2.775  5.739  -8.837
O  -2.956  -0.414  7.792
H  3.076  -0.543  0.383
C  -0.576  3.656  -3.185
O  -1.021  2.709  -5.739
O  8.114  -1.332  0.090
H  5.466  -5.823  0.467
H  -3.626  4.873  -6.607
H  -0.125  1.186  -2.111
O  -3.902  3.818  -8.392
H  -4.544  0.458  10.638
H  -0.650  -0.143  4.514
C  -4.438  -0.064  9.685
H  1.882  2.574  0.709
O  -4.166  0.883  -3.764
C  -3.513  5.534  -11.416
H  -5.907  1.833  -1.767
H  8.631  0.482  -0.698
C  0.681  2.779  2.685
H  2.112  -3.213  5.076
C  -2.091  5.267  -11.873
H  -4.094  0.395  4.218
C  -4.162  -0.648  4.535
H  -4.194  5.419  -12.262
N  1.170  -1.385  -0.389
H  -0.929  3.586  -0.986
H  5.629  -4.397  -0.571
C  7.747  -0.152  -0.622
H  -5.101  3.535  -1.389
H  -5.203  -0.932  4.705
C  -3.467  4.811  -9.181
S  -3.762  2.181  -3.070
C  2.697  -4.011  5.538
O  5.029  -7.458  5.988
C  6.142  -5.019  0.166
H  -0.575  2.562  4.623
F  -3.261  -0.158  1.049
C  4.591  -8.795  6.225
C  -3.164  0.360  8.980
H  3.136  -3.640  6.468
H  1.623  -0.531  -2.397
O  0.544  -1.813  2.539
C  4.134  -6.702  5.329
O  -1.176  0.854  -3.967
H  3.355  -4.913  3.675
H  -2.368  4.212  -1.972
H  1.246  4.528  -3.197
H  -4.677  1.237  0.487
H  -0.084  -2.149  1.862
C  1.144  -1.429  -1.878
C  1.290  0.414  1.422
H  7.011  -5.453  -0.334
H  2.016  -4.822  5.810
C  -0.071  1.975  3.788
H  -1.581  -0.726  -0.889
H  1.772  -2.351  -2.187
H  -3.945  3.139  -6.460
C  3.779  -4.499  4.594
H  -0.708  -2.699  -2.290
H  5.718  -3.724  1.859
H  -5.980  3.210  -2.976
H  4.414  -3.659  4.306

Mulliken population analysis, charges in e, atoms 1 to 99:
1. O -0.548
2. C -0.912
3. F 0.250
4. H 0.351
5. H 0.228
6. O -0.342
7. C 0.769
8. H 0.287
9. O -0.327
10. C 0.736
11. O -0.696
12. O -0.370
13. H 0.301
14. H 0.294
15. S 1.291
16. O -0.370
17. H 0.303
18. C -0.334
19. C 0.520
20. F -0.230
21. H 0.293
22. C 0.012
23. C 1.003
24. O -0.548
25. H 0.282
26. H 0.306
27. H 0.339
28. C -0.430
29. H 0.307
30. C -1.091
31. H 0.166
32. F -0.371
33. H 0.192
34. H 0.589
35. H 0.409
36. H 0.286
37. C -0.846
38. H 0.282
39. H 0.347
40. H -0.152
41. C -0.850
42. C -1.136
43. O -0.511
44. H 0.353
45. C -0.328
46. O -0.548
47. H 0.292
48. C -0.580
49. H 0.306
50. C 0.302
51. O -0.533
52. C -0.518
53. O -0.563
54. O -0.338
55. H 0.367
56. C 0.040
57. O -0.665
58. O -0.345
59. H 0.379
60. H 0.276
61. H 0.500
62. O -0.339
63. H 0.359
64. H 0.415
65. C -1.103
66. H 0.302
67. O -0.756
68. C -0.170
69. H 0.331
70. H 0.219
71. C -0.524
72. H 0.234
73. C -1.087
74. H 0.286
75. C -0.690
76. H 0.287
77. N -0.114
78. H 0.421
79. H 0.291
80. C -0.619
81. H 0.291
82. H 0.422
83. C 0.705
84. S 1.750
85. C -1.138
86. O -0.334
87. C -1.169
88. H 0.333
89. F -0.278
90. C -0.633
91. C -0.181
92. H 0.319
93. H 0.324
94. O -0.537
95. C 0.750
96. O -0.556
97. H 0.318
98. H 0.403
99. H 0.366

# 3
Density functional theory data (ωB97M-V/def2-TZVPD) for a structure of composition C31H26F3IrN3O2PS2.

The frontier orbital gap is 6.08 eV. Its net charge is +2. The relative energy (zero: lowest compared OMol25 entry of this formula, charge and spin) comes out at 0.10 kcal/mol.

Geometry (Å):
C  0.840  4.235  0.108
H  -0.109  3.081  -1.420
C  -0.413  -3.991  -3.155
Ir  0.785  -1.307  -0.403
C  -1.073  0.927  -2.015
F  -0.275  -5.153  -2.520
C  0.265  3.080  -0.403
H  -3.197  -4.328  1.153
H  -2.173  -3.539  5.245
H  -3.940  0.317  3.292
S  0.645  -1.550  1.864
C  -3.008  -0.763  -0.297
C  -1.915  1.743  -4.530
H  -1.804  1.047  2.324
H  6.593  2.072  -1.381
H  -1.391  -3.053  0.524
C  -2.594  2.179  -3.396
H  -2.249  2.055  -5.511
C  0.024  -2.857  -2.211
H  -5.496  -1.076  1.972
H  4.004  2.525  -1.259
C  -0.814  0.910  -4.409
H  -0.288  0.568  -5.291
C  -2.844  -4.060  3.269
C  2.711  0.900  -0.802
H  0.914  5.116  -0.517
C  -2.183  1.769  -2.141
N  2.454  -0.194  -0.061
C  -4.547  -0.775  1.547
C  -2.123  0.023  0.452
H  -2.716  2.112  -1.261
H  1.571  3.146  3.229
F  -1.698  -3.814  -3.459
H  1.765  5.160  1.806
C  0.627  1.973  1.711
H  -4.912  -1.737  -0.339
H  1.958  1.195  -1.515
C  -2.459  0.408  1.748
C  1.314  4.260  1.410
C  -0.385  0.503  -3.151
H  3.205  -1.504  1.373
C  4.800  1.260  0.298
C  3.864  1.637  -0.656
H  0.575  1.097  2.340
C  5.993  2.110  0.590
C  0.153  1.938  0.396
H  0.465  -0.160  -3.075
F  0.314  -3.993  -4.253
O  0.964  -2.085  -2.472
H  5.273  -0.225  1.775
S  6.271  2.552  2.135
C  3.403  -0.602  0.819
C  -0.731  -2.490  2.376
N  -1.561  -3.123  1.529
C  -4.218  -1.154  0.251
C  -3.671  0.002  2.293
H  7.520  3.078  -0.326
C  -2.602  -3.884  1.938
C  4.562  0.105  1.030
N  6.706  2.501  -0.477
O  -0.600  -2.720  -1.102
C  -2.007  -3.417  4.183
H  -0.318  -2.112  4.437
C  1.202  3.129  2.212
H  -3.668  -4.679  3.591
H  -2.765  -1.046  -1.315
P  -0.575  0.474  -0.349
C  -0.967  -2.626  3.742
H  -3.450  2.834  -3.493

From a Mulliken analysis of the wavefunction, the atomic charges in e read:
1. C -0.862
2. H 0.303
3. C 0.733
4. Ir 2.825
5. C 0.329
6. F -0.224
7. C -0.418
8. H 0.466
9. H 0.450
10. H 0.495
11. S -0.699
12. C -0.464
13. C -0.637
14. H 0.417
15. H 0.223
16. H 0.217
17. C -0.802
18. H 0.438
19. C 0.350
20. H 0.469
21. H 0.511
22. C -1.001
23. H 0.507
24. C -0.792
25. C -0.068
26. H 0.468
27. C -0.325
28. N -0.215
29. C -0.661
30. C 0.439
31. H 0.548
32. H 0.475
33. F -0.224
34. H 0.457
35. C -0.405
36. H 0.505
37. H 0.507
38. C -0.340
39. C -0.663
40. C -0.341
41. H 0.535
42. C 0.575
43. C -0.733
44. H 0.388
45. C -0.144
46. C 0.735
47. H 0.420
48. F -0.213
49. O -0.793
50. H 0.516
51. S -0.254
52. C -0.295
53. C 1.113
54. N 0.336
55. C -0.841
56. C -0.730
57. H 0.234
58. C -0.211
59. C -0.818
60. N -0.353
61. O -1.056
62. C -0.333
63. H 0.487
64. C -0.941
65. H 0.473
66. H 0.408
67. P 1.019
68. C -0.983
69. H 0.469